[1]
An isolated molecule of C5H11N at a distorted geometry, computed with ωB97M-V/def2-TZVPD.

Structure (XYZ):
```
17
Properties=species:S:1:pos:R:3
N -1.207 -0.522 -1.692
C 0.681 0.129 -0.101
C -0.868 -0.944 0.945
C 1.300 1.473 -0.435
C -0.820 -0.105 -0.381
C 0.446 -0.269 1.403
H -0.638 -1.996 0.758
H 0.593 2.352 -0.173
H -0.694 -1.384 -1.929
H 1.493 1.566 -1.554
H 1.209 -0.726 -0.579
H -1.728 -0.894 1.625
H -2.184 -0.870 -1.681
H 0.253 0.625 1.941
H 1.200 -0.889 1.914
H 2.298 1.640 0.137
H -1.335 0.812 -0.198
```

SMILES string = C[C@H]1CC[C@@H]1N
HOMO energy = -9.3 eV
E_LUMO = 1.27 eV
orbital gap = 10.529 eV

Mulliken population analysis, charges in e, atoms 1 to 5:
1. N -0.633
2. C 0.296
3. C -0.659
4. C -1.281
5. C -0.251

[2]
A structure of composition C5H11N, computed with ωB97M-V/def2-TZVPD.

Structure (XYZ):
```
17
Properties=species:S:1:pos:R:3
N 1.181 -0.343 0.342
C -1.084 -1.662 0.194
C 0.575 0.112 1.595
C -0.892 1.153 -0.868
C -0.105 -0.598 0.503
C 1.758 0.458 -0.640
H -1.308 0.475 -1.620
H 0.368 1.183 1.691
H -0.840 2.151 -1.327
H -1.604 1.245 -0.040
H -0.841 -2.592 0.724
H -2.080 -1.342 0.517
H 2.629 1.013 -0.289
H 0.959 -0.371 2.494
H 1.944 -0.082 -1.572
H 0.458 1.068 -0.825
H -1.118 -1.867 -0.880
```

HOMO energy = -7.5 eV
E_LUMO = 0.89 eV
orbital gap = 8.347 eV

Mulliken population analysis, charges in e, atoms 1 to 5:
1. N -0.114
2. C -1.243
3. C -0.294
4. C -1.200
5. C 0.349

[3]
An isolated molecule of C5H11N at a distorted geometry, computed with ωB97M-V/def2-TZVPD.

Structure (XYZ):
```
17
Properties=species:S:1:pos:R:3
N 1.114 -0.021 -0.447
C -0.667 1.545 -1.464
C -0.276 -1.032 1.407
C -0.414 0.258 -0.685
C -0.872 0.254 0.795
C 1.142 -1.153 0.588
H -0.358 1.083 1.354
H -0.617 -0.631 -1.200
H 1.582 0.064 -1.346
H -0.422 1.477 -2.520
H -1.803 1.994 -1.529
H 1.921 -1.020 1.259
H -0.016 -0.951 2.487
H -0.973 -1.851 1.014
H -0.057 2.339 -1.032
H -1.970 0.449 0.814
H 1.438 -2.043 -0.021
```

SMILES string = C[C@@H]1CCCN1
HOMO energy = -8.2 eV
E_LUMO = 1.21 eV
orbital gap = 9.380 eV

Mulliken population analysis, charges in e, atoms 1 to 5:
1. N -0.556
2. C -1.387
3. C -0.498
4. C 0.264
5. C -0.633

[4]
A cluster of 2 separate species, C5H11N in total at a distorted geometry, computed with ωB97M-V/def2-TZVPD.

Structure (XYZ):
```
17
Properties=species:S:1:pos:R:3
N 1.253 -1.471 0.251
C -1.130 2.107 0.250
C -0.982 1.488 1.652
C 0.224 -1.130 -0.672
C 1.837 -2.603 0.030
C 0.461 -0.792 -1.983
H -0.404 -0.525 -2.570
H -1.149 3.228 0.233
H -0.164 2.020 2.179
H -0.250 1.785 -0.356
H -0.774 -1.041 -0.316
H -1.913 1.688 2.241
H -0.706 0.410 1.707
H 2.670 -2.851 0.666
H -1.955 1.617 -0.336
H 1.511 -3.383 -0.681
H 1.472 -0.547 -2.296
```

SMILES string = C=CN=C.CC
HOMO energy = -9.1 eV
E_LUMO = 1.02 eV
orbital gap = 10.170 eV

Mulliken population analysis, charges in e, atoms 1 to 5:
1. N -0.392
2. C -0.746
3. C -0.757
4. C -0.236
5. C -0.270

[5]
An isolated molecule of C5H11N at a distorted geometry, computed with ωB97M-V/def2-TZVPD.

Structure (XYZ):
```
17
Properties=species:S:1:pos:R:3
N -0.679 0.163 -0.557
C 0.631 -1.888 0.003
C -0.160 -0.698 0.476
C 0.280 0.719 0.395
C 1.637 1.164 -0.084
C -2.037 0.566 -0.497
H -0.789 -0.842 1.398
H -2.490 0.447 0.606
H -0.090 1.453 1.084
H 2.161 0.399 -0.692
H -2.078 1.630 -0.840
H -0.017 -2.776 -0.157
H 1.540 2.163 -0.671
H 1.283 -2.222 0.827
H 1.239 -1.696 -0.879
H 2.296 1.425 0.797
H -2.728 -0.006 -1.209
```

SMILES string = C[C@@H]1[C@H](C)N1C
HOMO energy = -9.0 eV
E_LUMO = 1.21 eV
orbital gap = 10.168 eV

Mulliken population analysis, charges in e, atoms 1 to 5:
1. N -0.314
2. C -1.424
3. C 0.397
4. C 0.040
5. C -1.293

[6]
An isolated molecule of C5H11N at a distorted geometry, computed with ωB97M-V/def2-TZVPD.

Structure (XYZ):
```
17
Properties=species:S:1:pos:R:3
N -0.300 -0.375 0.869
C 0.499 -1.169 1.832
C -0.070 1.997 -0.519
C 0.261 -0.550 -0.432
C 0.638 0.797 0.061
C -0.844 -0.693 -1.461
H 1.596 -1.104 1.703
H 0.280 2.933 -0.073
H -1.144 1.907 -0.351
H 0.094 2.071 -1.603
H 1.037 -1.307 -0.533
H -1.242 -1.710 -1.369
H 0.829 0.823 1.130
H -0.497 -0.545 -2.485
H 0.258 -0.929 2.873
H -1.671 -0.008 -1.255
H 0.213 -2.213 1.645
```

SMILES string = C[C@@H]1[C@H](C)N1C
HOMO energy = -8.5 eV
E_LUMO = 1.23 eV
orbital gap = 9.743 eV

Mulliken population analysis, charges in e, atoms 1 to 5:
1. N -0.461
2. C -0.979
3. C -1.322
4. C 0.326
5. C 0.055

[7]
An isolated molecule of C5H11N at a distorted geometry, computed with ωB97M-V/def2-TZVPD.

Structure (XYZ):
```
17
Properties=species:S:1:pos:R:3
N -0.689 1.061 -0.153
C -1.567 0.447 -1.105
C 0.836 -0.833 -0.015
C -0.026 -1.712 0.914
C 0.593 0.648 0.159
C 1.564 1.522 0.445
H -1.159 0.516 -2.135
H 1.375 2.586 0.372
H -0.904 1.999 0.141
H -2.497 1.008 -1.180
H -0.604 -1.071 1.587
H 0.498 -2.402 1.572
H -0.769 -2.264 0.336
H 2.522 1.201 0.825
H 1.859 -0.997 0.250
H 0.722 -1.103 -1.061
H -1.754 -0.607 -0.951
```

SMILES string = C=C(CC)NC
HOMO energy = -7.8 eV
E_LUMO = 1.08 eV
orbital gap = 8.848 eV

Mulliken population analysis, charges in e, atoms 1 to 5:
1. N -0.190
2. C -0.858
3. C -0.655
4. C -1.056
5. C 0.670

[8]
An isolated molecule of C5H11N at a distorted geometry, computed with ωB97M-V/def2-TZVPD.

Structure (XYZ):
```
17
Properties=species:S:1:pos:R:3
N -1.408 -0.796 0.908
C -0.663 -0.087 -0.034
C 0.597 0.317 0.142
C 1.462 0.983 -0.885
C 2.782 0.216 -1.067
C -2.792 -0.520 1.085
H 0.891 1.016 -1.811
H -2.978 0.490 1.462
H 1.664 2.018 -0.608
H -3.417 -0.708 0.205
H -3.239 -1.148 1.848
H 1.018 0.021 1.101
H 3.101 0.144 -2.106
H 2.714 -0.808 -0.703
H -0.963 -1.591 1.324
H -1.281 0.396 -0.790
H 3.606 0.710 -0.548
```

SMILES string = CC/C=C/NC
HOMO energy = -7.6 eV
E_LUMO = 1.22 eV
orbital gap = 8.858 eV

Mulliken population analysis, charges in e, atoms 1 to 5:
1. N -0.197
2. C -0.287
3. C -0.526
4. C -0.262
5. C -1.146

[9]
An isolated molecule of C5H11N at a distorted geometry, computed with ωB97M-V/def2-TZVPD.

Structure (XYZ):
```
17
Properties=species:S:1:pos:R:3
N -0.680 0.526 0.000
C 1.503 -0.235 0.571
C -1.416 1.018 -1.163
C 0.744 0.909 -0.051
C 0.442 -1.156 1.161
C -0.706 -0.917 0.157
H 0.223 -0.755 2.156
H 2.064 -0.787 -0.198
H -1.649 -1.273 0.579
H -2.461 0.776 -0.970
H -1.347 2.099 -1.212
H 1.037 1.043 -1.106
H -1.078 0.565 -2.099
H -0.514 -1.511 -0.747
H 2.327 0.065 1.224
H 0.565 -2.232 1.259
H 0.944 1.863 0.438
```

SMILES string = CN1CCCC1
HOMO energy = -8.5 eV
E_LUMO = 1.21 eV
orbital gap = 9.671 eV

Mulliken population analysis, charges in e, atoms 1 to 5:
1. N -0.105
2. C -0.642
3. C -1.090
4. C -0.500
5. C -0.592

[10]
An isolated molecule of C5H11N at a distorted geometry, computed with ωB97M-V/def2-TZVPD.

Structure (XYZ):
```
17
Properties=species:S:1:pos:R:3
N -0.558 0.548 -0.068
C -0.286 -0.911 -2.008
C 0.354 0.178 0.970
C -0.120 1.599 0.831
C 0.054 0.438 -1.362
C -0.027 -0.849 2.028
H 0.208 -0.966 -2.981
H -1.009 -0.682 2.499
H 1.246 0.431 -1.109
H -0.054 -1.853 1.585
H 0.718 -0.856 2.828
H 0.661 2.305 0.538
H 1.374 0.092 0.420
H -0.958 2.061 1.360
H 0.112 -1.703 -1.365
H -1.356 -1.124 -2.165
H -0.313 1.281 -1.982
```

SMILES string = CCN1C[C@H]1C
HOMO energy = -9.2 eV
E_LUMO = 1.30 eV
orbital gap = 10.491 eV

Mulliken population analysis, charges in e, atoms 1 to 5:
1. N -0.309
2. C -1.139
3. C 0.340
4. C -0.439
5. C -0.183

[11]
An isolated molecule of C5H11N at a distorted geometry, computed with ωB97M-V/def2-TZVPD.

Structure (XYZ):
```
17
Properties=species:S:1:pos:R:3
N 0.488 0.814 -0.891
C 0.184 0.076 1.354
C 0.667 1.002 0.517
C 0.703 -0.838 2.443
C -0.695 0.421 -1.680
C -1.158 -1.060 -1.594
H -1.024 0.041 1.376
H 1.658 -1.205 2.155
H -0.411 0.677 -2.763
H -0.096 -1.749 2.576
H -1.794 -1.442 -2.467
H -1.600 0.907 -1.352
H -1.695 -1.147 -0.622
H -0.316 -1.724 -1.423
H 1.470 1.773 0.647
H 1.317 0.905 -1.500
H 0.874 -0.345 3.363
```

SMILES string = C/C=C/NCC
HOMO energy = -7.0 eV
E_LUMO = 0.85 eV
orbital gap = 7.859 eV

Mulliken population analysis, charges in e, atoms 1 to 5:
1. N -0.210
2. C -0.058
3. C -0.395
4. C -0.989
5. C -0.410

[12]
An isolated molecule of C5H11N2 at a distorted geometry, computed with ωB97M-V/def2-TZVPD.

Structure (XYZ):
```
18
Properties=species:S:1:pos:R:3
N -1.069 -1.285 0.308
N -0.724 1.444 0.177
C 0.216 -1.941 -0.016
C 1.377 -0.939 0.107
C 0.612 1.450 -0.189
C -1.375 2.584 0.224
C 1.286 0.326 -0.690
H -1.555 -1.155 -0.583
H -0.898 3.547 0.438
H -2.419 2.772 -0.054
H 1.945 0.432 -1.546
H -1.838 -1.772 0.780
H 2.268 -1.535 -0.169
H 0.234 -2.919 0.490
H 1.589 -0.768 1.168
H 1.132 2.413 -0.172
H -0.967 -0.364 0.782
H 0.186 -2.290 -1.057
```

<S²> = 0.79
HOMO energy (spin up / spin down) = -4.6 / -6.3 eV
E_LUMO (spin up / spin down) = 0.20 / 0.07 eV
orbital gap (spin up / spin down) = 4.786 / 6.380 eV
multiplicity = 2

Mulliken population analysis, charges in e, atoms 1 to 5:
1. N -0.208
2. N -0.396
3. C -0.765
4. C -0.754
5. C -0.203

[13]
A cluster of 2 separate species, C5H11N2 in total at a distorted geometry, computed with ωB97M-V/def2-TZVPD.

Structure (XYZ):
```
18
Properties=species:S:1:pos:R:3
N -2.497 0.448 -0.230
N 0.491 -0.090 -1.543
C 1.458 -0.982 0.517
C -0.279 0.313 -0.640
C 1.148 0.259 -0.247
C -2.952 -0.578 0.563
C 2.055 1.411 -0.097
H -2.324 1.362 0.035
H 0.519 -0.439 -2.502
H -4.106 -0.370 0.776
H 1.015 -2.002 0.475
H 1.586 2.366 -0.381
H 2.482 1.191 0.876
H -2.782 -1.621 0.088
H 1.374 -0.890 1.630
H -2.460 -0.474 1.503
H 2.798 1.351 -0.938
H 2.477 -1.256 0.115
```

charge = +1
HOMO energy (spin up / spin down) = -14.2 / -14.0 eV
E_LUMO (spin up / spin down) = -6.05 / -5.71 eV
orbital gap (spin up / spin down) = 8.120 / 8.276 eV

Mulliken population analysis, charges in e, atoms 1 to 5:
1. N -0.259
2. N -0.091
3. C -1.435
4. C -0.500
5. C 1.356

[14]
A structure of composition C5H11N2 at a distorted geometry, computed with ωB97M-V/def2-TZVPD.

Structure (XYZ):
```
18
Properties=species:S:1:pos:R:3
N -2.107 -0.363 -0.136
N -0.062 -0.412 0.214
C -0.971 -1.013 -0.786
C -1.937 1.065 -0.231
C -1.243 0.282 0.756
C 2.309 0.078 0.556
C 1.097 0.288 -0.382
H -1.156 -2.168 -0.556
H -2.757 1.649 0.175
H 1.376 -0.294 -1.302
H -0.788 -0.728 -1.825
H 0.357 -0.984 0.838
H 2.143 0.579 1.456
H -1.328 1.346 -1.071
H 2.437 -1.013 0.808
H -1.282 -0.079 2.330
H 3.205 0.510 -0.003
H 0.709 1.255 -0.841
```

charge = +1
HOMO energy = -14.5 eV
E_LUMO = -3.77 eV
orbital gap = 10.756 eV

Mulliken population analysis, charges in e, atoms 1 to 5:
1. N -0.368
2. N 0.242
3. C -0.359
4. C -0.198
5. C -0.151

Record order is preserved below.
Energy: -6852.584, -6848.096, -6851.751, -6851.453, -6851.932, -6850.331, -6852.593, -6852.351, -6852.935, -6851.672, -6849.599, -8338.347, -8329.740, -8331.252 eV